Below is C8H4LaN2O5 as an isolated structure, with properties calculated with ωB97M-V/def2-TZVPD.

Output
E_LUMO = -14.7202 eV
Calculated total energy = -823.2346 Ha
HOMO energy = -20.91 eV
F_max = 0.1862 hartree/bohr
Kohn-Sham gap = 6.2 eV

Structure (ORCA input):
```
! wB97M-V def2-TZVPD RIJCOSX def2/J DEFGRID3
* xyz 3 1
O -0.52 -1.79 3.19
C 0.03 -1.60 2.20
La 0.67 -0.75 0.15
O 3.13 -3.52 0.75
C 2.37 -2.66 0.57
C 2.01 -0.68 -1.72
O 2.47 -0.40 -2.73
C 2.40 0.30 1.27
O 3.05 1.08 1.79
C -0.35 -2.59 -0.79
O -1.09 -3.27 -1.32
N -2.31 2.13 0.13
C -1.76 2.43 -1.11
C -0.72 1.54 -1.30
N -0.71 0.79 -0.17
C -1.64 1.10 0.72
H -3.08 2.59 0.56
H -2.11 3.21 -1.78
H -0.02 1.42 -2.13
H -1.84 0.64 1.70
*
```

=====

Below is one molecule with the formula C6H14O, with properties calculated with ωB97M-V/def2-TZVPD.

Output
SMILES = CCCCCCO
E_LUMO = 1.0201 eV
Calculated total energy = -312.2370 Ha
HOMO energy = -10.31 eV
F_max = 0.0100 hartree/bohr
Kohn-Sham gap = 11.3 eV

Structure (ORCA input):
```
! wB97M-V def2-TZVPD RIJCOSX def2/J DEFGRID3
* xyz 0 1
C -3.29 -0.11 0.63
C -2.25 0.08 -0.46
C -0.88 0.36 0.17
C 0.38 -0.12 -0.57
C 1.63 0.11 0.29
C 2.90 -0.42 -0.36
O 3.97 -0.15 0.52
H -4.26 -0.35 0.19
H -3.41 0.78 1.26
H -3.03 -0.94 1.32
H -2.20 -0.84 -1.05
H -2.56 0.89 -1.14
H -0.76 1.42 0.43
H -0.93 -0.20 1.10
H 0.52 0.37 -1.55
H 0.27 -1.19 -0.78
H 1.78 1.18 0.49
H 1.51 -0.39 1.26
H 2.78 -1.50 -0.54
H 3.04 0.07 -1.33
H 4.78 -0.48 0.11
*
```

=====

Below is one molecule with the formula C2H4N2S2, with properties calculated with ωB97M-V/def2-TZVPD.

Output
SMILES = N/N=C\C(=S)S
E_LUMO = -0.8605 eV
Calculated total energy = -984.4191 Ha
HOMO energy = -9.02 eV
F_max = 0.1130 hartree/bohr
Kohn-Sham gap = 8.2 eV

Structure (ORCA input):
```
! wB97M-V def2-TZVPD RIJCOSX def2/J DEFGRID3
* xyz 0 1
C 0.49 0.75 0.80
C -0.37 0.09 -0.21
H 3.15 -0.87 1.22
H 1.93 -1.08 -0.12
H 0.05 1.56 1.42
H -2.40 0.38 -1.28
N 2.26 -0.80 0.89
N 1.65 0.37 1.33
S -1.98 0.90 -0.03
S 0.06 -1.02 -1.24
*
```

=====

Below is one molecule with the formula C3H6N2O, with properties calculated with ωB97M-V/def2-TZVPD.

Output
SMILES = [H]/N=C(/C=O)NC
E_LUMO = 0.6050 eV
Calculated total energy = -302.6367 Ha
HOMO energy = -9.59 eV
F_max = 0.0155 hartree/bohr
Kohn-Sham gap = 10.2 eV

Structure (ORCA input):
```
! wB97M-V def2-TZVPD RIJCOSX def2/J DEFGRID3
* xyz 0 1
C 1.63 -0.59 -0.14
N 0.63 0.39 0.25
C -0.68 0.16 -0.04
N -1.19 -0.85 -0.65
C -1.85 1.08 0.30
O -1.90 2.14 0.87
H 1.44 -1.56 0.35
H 2.63 -0.26 0.15
H 1.63 -0.75 -1.23
H 0.93 1.22 0.74
H -0.52 -1.56 -0.94
H -2.72 0.53 -0.11
*
```

=====

Below is a 4-piece molecular cluster, C4H16O4 overall, with properties calculated with ωB97M-V/def2-TZVPD.

Output
SMILES = CCCCO.O.O.O
E_LUMO = 0.5259 eV
Calculated total energy = -462.9282 Ha
HOMO energy = -10.12 eV
F_max = 0.0445 hartree/bohr
Kohn-Sham gap = 10.6 eV

Structure (ORCA input):
```
! wB97M-V def2-TZVPD RIJCOSX def2/J DEFGRID3
* xyz 0 1
C -1.03 -0.68 -1.34
O -1.51 0.61 -1.72
C 0.20 -0.50 -0.47
C 0.89 -1.84 -0.24
C 2.04 -1.99 0.75
H -1.77 -1.26 -0.77
H -0.78 -1.19 -2.28
H -2.42 0.52 -2.01
H -0.08 -0.13 0.53
H 0.84 0.20 -1.04
H 1.35 -2.11 -1.23
H 0.05 -2.51 -0.03
H 3.00 -1.64 0.40
H 2.04 -3.08 0.90
H 1.81 -1.49 1.73
H -2.40 1.63 0.20
H -2.71 0.82 1.57
O -2.94 0.96 0.65
H 1.28 2.41 2.46
H 1.64 1.60 1.15
O 1.49 2.48 1.53
H 0.13 2.65 0.31
H -0.40 2.16 -0.96
O -0.73 2.38 -0.07
*
```

=====

Below is CHBr3 as an isolated structure, with properties calculated with ωB97M-V/def2-TZVPD.

Output
E_LUMO = 0.4996 eV
Calculated total energy = -7760.6303 Ha
HOMO energy = -9.80 eV
F_max = 0.1976 hartree/bohr
Kohn-Sham gap = 10.3 eV

Structure (ORCA input):
```
! wB97M-V def2-TZVPD RIJCOSX def2/J DEFGRID3
* xyz 0 1
C -0.12 0.17 0.04
Br -1.70 0.35 -0.32
Br 0.49 -1.58 -0.55
Br 0.71 0.67 1.46
H 0.62 0.39 -0.63
*
```

=====

Below is a 3-piece molecular cluster, C21H38I2NO4 overall, with properties calculated with ωB97M-V/def2-TZVPD.

Output
E_LUMO = -4.4008 eV
Calculated total energy = -1773.8001 Ha
HOMO energy = -11.16 eV
F_max = 0.0275 hartree/bohr
Kohn-Sham gap = 6.8 eV

Structure (ORCA input):
```
! wB97M-V def2-TZVPD RIJCOSX def2/J DEFGRID3
* xyz 1 1
C -3.33 -2.70 -2.08
C -2.65 -3.99 -1.75
O -1.72 -4.41 -2.36
O -3.16 -4.60 -0.66
C -2.20 -5.29 0.15
C -2.52 -4.97 1.62
C -1.39 -4.21 2.31
C -1.36 -2.75 1.96
C -2.47 -1.99 1.63
C -2.31 -0.65 1.33
C -1.04 -0.08 1.33
C 0.07 -0.85 1.64
C 1.50 -0.40 1.67
I 2.52 -1.72 0.25
C 1.73 1.10 1.35
C 2.24 1.84 2.58
I 3.18 1.37 -0.22
N -0.16 -2.15 1.96
H -3.73 -2.75 -3.08
H -2.56 -1.94 -2.03
H -4.13 -2.49 -1.38
H -1.19 -4.96 -0.09
H -2.26 -6.35 -0.03
H -2.66 -5.90 2.14
H -3.46 -4.44 1.68
H -0.44 -4.66 2.04
H -1.51 -4.32 3.38
H -3.45 -2.42 1.60
H -3.15 -0.03 1.07
H -0.93 0.96 1.09
H 1.95 -0.66 2.61
H 0.85 1.58 0.96
H 2.75 2.74 2.27
H 1.41 2.19 3.20
H 2.91 1.24 3.17
H 0.65 -2.73 2.16
C -4.79 2.60 -2.44
C -4.61 1.23 -1.80
O -5.50 0.96 -0.74
C -6.88 0.97 -1.07
C -7.28 -0.04 -2.12
H -4.69 3.39 -1.70
H -4.03 2.75 -3.22
H -5.76 2.70 -2.91
H -3.61 1.18 -1.36
H -4.66 0.44 -2.55
H -7.20 1.98 -1.36
H -7.40 0.75 -0.13
H -6.79 0.15 -3.08
H -8.35 -0.01 -2.29
H -7.01 -1.05 -1.80
C 9.38 4.80 -0.72
C 8.98 3.96 0.48
O 7.59 3.98 0.77
C 6.74 3.51 -0.25
C 6.98 2.06 -0.65
H 9.07 5.83 -0.58
H 10.46 4.77 -0.85
H 8.93 4.44 -1.64
H 9.46 4.35 1.38
H 9.33 2.93 0.36
H 6.79 4.16 -1.13
H 5.73 3.60 0.15
H 7.98 1.91 -1.07
H 6.26 1.75 -1.40
H 6.89 1.40 0.22
*
```

=====

Below is C28H28CuN8O6S as an isolated structure, with properties calculated with ωB97M-V/def2-TZVPD.

Output
E_LUMO (spin up / spin down) = -1.1442 / -1.1339 eV
Calculated total energy = -4011.8536 Ha
HOMO energy (spin up / spin down) = -8.08 / -8.09 eV
F_max = 0.0940 hartree/bohr
Kohn-Sham gap (spin up / spin down) = 6.9 / 7.0 eV

Structure (ORCA input):
```
! wB97M-V def2-TZVPD RIJCOSX def2/J DEFGRID3
* xyz 0 2
Cu -1.82 0.82 0.91
C -0.90 1.53 5.07
C -1.65 0.57 5.80
C -2.35 -0.40 5.15
C -2.24 -0.42 3.68
N -1.53 0.54 3.02
C -0.81 1.44 3.74
N -2.86 -1.50 3.15
C -2.87 -1.75 1.86
N -2.60 -0.89 0.80
C -2.67 -1.64 -0.35
N -2.19 -1.33 -1.51
C -1.55 -0.20 -1.85
C -1.28 0.03 -3.25
C -0.42 1.00 -3.66
C 0.06 1.89 -2.71
C -0.49 1.81 -1.42
N -1.35 0.87 -1.00
C -3.21 -2.97 -0.04
C -3.69 -4.05 -0.76
C -4.18 -5.20 -0.05
C -4.06 -5.25 1.33
C -3.57 -4.17 2.06
C -3.21 -3.03 1.36
H -0.28 2.24 5.71
H -1.67 0.69 6.85
H -3.02 -1.04 5.72
H -0.19 2.16 3.16
H -1.74 -0.69 -3.88
H -0.11 1.10 -4.69
H 0.78 2.67 -2.92
H -0.22 2.62 -0.70
H -3.87 -4.01 -1.86
H -4.70 -5.93 -0.70
H -4.28 -6.15 1.96
H -3.62 -4.21 3.15
C 2.78 -0.76 -5.57
C 3.40 0.18 -4.56
S 4.04 -0.66 -3.04
O 5.37 -1.16 -3.30
O 2.96 -1.50 -2.56
C 4.25 0.81 -1.99
C 4.53 0.72 -0.43
N 3.33 0.44 0.31
C 2.37 1.29 0.80
N 1.37 0.62 1.42
C 1.73 -0.69 1.39
C 3.02 -0.85 0.81
N 3.60 -2.08 0.56
O 4.59 -2.05 -0.22
O 3.10 -3.05 1.11
C 2.38 2.79 0.68
H 2.48 -0.20 -6.51
H 1.94 -1.24 -5.10
H 3.38 -1.64 -5.86
H 2.70 0.92 -4.21
H 4.33 0.62 -4.95
H 3.34 1.43 -2.12
H 5.04 1.40 -2.39
H 5.01 1.59 -0.13
H 5.12 -0.18 -0.26
H 1.04 -1.38 1.89
H 3.30 3.21 1.05
H 1.47 3.11 1.25
H 2.31 2.94 -0.40
C -2.92 4.73 1.22
C -2.77 3.18 1.42
O -3.72 2.40 1.67
O -1.55 2.80 1.24
H -2.42 5.23 2.06
H -4.00 4.94 1.28
H -2.49 4.95 0.27
*
```

=====

Below is CHBr2FO as an isolated structure, with properties calculated with ωB97M-V/def2-TZVPD.

Output
E_LUMO = -0.9442 eV
Calculated total energy = -5361.6461 Ha
HOMO energy = -9.68 eV
F_max = 0.1187 hartree/bohr
Kohn-Sham gap = 8.7 eV

Structure (ORCA input):
```
! wB97M-V def2-TZVPD RIJCOSX def2/J DEFGRID3
* xyz 0 1
C 2.57 0.62 -0.56
O 1.00 -1.47 0.39
F 2.79 0.34 -1.92
Br 2.64 -1.79 0.43
Br 3.73 1.77 0.06
H 1.20 -0.69 -0.14
*
```

=====

Below is C21H14BrF6N4O2PV as an isolated structure, with properties calculated with ωB97M-V/def2-TZVPD.

Output
E_LUMO (spin up / spin down) = -4.1756 / -4.3455 eV
Calculated total energy = -5636.8985 Ha
HOMO energy (spin up / spin down) = -12.51 / -12.51 eV
F_max = 0.0079 hartree/bohr
Kohn-Sham gap (spin up / spin down) = 8.3 / 8.2 eV

Structure (ORCA input):
```
! wB97M-V def2-TZVPD RIJCOSX def2/J DEFGRID3
* xyz 1 3
V -0.27 0.18 -0.26
C 4.02 -0.75 -0.42
C 4.45 -0.23 0.79
C 3.58 0.55 1.54
C 2.30 0.78 1.05
N 1.88 0.24 -0.11
C 2.73 -0.50 -0.83
C 1.33 1.69 1.68
C 1.53 2.50 2.78
C 0.54 3.43 3.10
C -0.56 3.59 2.28
C -0.69 2.74 1.19
N 0.20 1.77 0.98
C -1.67 2.83 0.09
C -2.64 3.80 -0.01
C -3.40 3.87 -1.18
C -3.15 2.97 -2.19
C -2.19 1.99 -2.00
N -1.45 1.93 -0.89
H 4.68 -1.35 -1.04
H 5.45 -0.43 1.16
H 3.88 0.97 2.48
H 2.35 -0.90 -1.76
H 2.43 2.43 3.37
H 0.67 4.06 3.97
H -1.29 4.36 2.48
H -2.81 4.49 0.80
H -4.17 4.62 -1.28
H -3.71 2.98 -3.12
H -2.02 1.22 -2.74
Br -0.04 -0.85 -3.47
C -0.11 -2.26 -2.20
C -0.23 -3.58 -2.56
C -0.28 -4.51 -1.54
C -0.20 -4.10 -0.21
C -0.09 -2.75 0.04
N -0.04 -1.85 -0.95
C -0.05 -2.13 1.42
O 0.05 -2.82 2.40
O -0.08 -0.82 1.38
H -0.29 -3.87 -3.60
H -0.38 -5.56 -1.77
H -0.25 -4.78 0.62
F -2.53 0.27 1.11
P -3.52 -0.67 0.19
F -2.21 -0.58 -0.99
F -4.31 -1.55 -0.86
F -4.10 0.68 -0.47
F -2.78 -1.97 0.76
F -4.63 -0.71 1.29
*
```

=====

Below is a 2-piece molecular cluster, C6H9ClFN overall, with properties calculated with ωB97M-V/def2-TZVPD.

Output
E_LUMO (spin up / spin down) = 0.0845 / -0.1243 eV
Calculated total energy = -848.6264 Ha
HOMO energy (spin up / spin down) = -7.93 / -7.35 eV
F_max = 0.0899 hartree/bohr
Kohn-Sham gap (spin up / spin down) = 8.0 / 7.2 eV

Structure (ORCA input):
```
! wB97M-V def2-TZVPD RIJCOSX def2/J DEFGRID3
* xyz 0 1
C -0.91 0.86 0.11
C -1.98 0.14 0.41
C 1.62 0.37 0.94
C -3.30 0.27 -0.33
C 2.06 -0.75 -1.18
C 1.97 -0.85 0.37
N 1.91 1.25 1.73
F -0.67 2.00 -0.72
Cl -1.57 -1.18 1.44
H -3.41 1.34 -0.80
H -4.21 0.11 0.29
H -3.36 -0.60 -1.05
H 1.16 -0.83 -1.70
H 2.63 -1.64 -1.46
H 2.49 0.24 -1.43
H 1.31 -1.70 0.57
H 2.92 -1.10 0.99
H 1.34 2.07 1.83
*
```

=====

Below is C46H47BrI2N6O2W as an isolated structure, with properties calculated with ωB97M-V/def2-TZVPD.

Output
E_LUMO (spin up / spin down) = -6.9800 / -8.0189 eV
Calculated total energy = -5496.2434 Ha
HOMO energy (spin up / spin down) = -12.55 / -12.55 eV
F_max = 0.0116 hartree/bohr
Kohn-Sham gap (spin up / spin down) = 5.6 / 4.5 eV

Structure (ORCA input):
```
! wB97M-V def2-TZVPD RIJCOSX def2/J DEFGRID3
* xyz 2 3
W -0.12 -0.26 0.01
C 0.77 2.17 -3.64
C 0.12 1.67 -2.51
N 0.76 1.01 -1.56
C 2.11 0.82 -1.67
C 2.83 1.26 -2.80
C 2.11 1.95 -3.79
C 4.22 1.02 -2.85
C 4.84 0.40 -1.81
C 4.12 -0.03 -0.68
C 2.76 0.15 -0.59
N 1.87 -0.21 0.43
C 2.19 -0.50 1.75
C 3.34 -1.04 2.28
C 3.44 -1.25 3.66
C 2.41 -0.94 4.53
C 1.21 -0.45 4.05
C 0.09 -0.05 4.87
C -1.09 0.20 4.30
C -1.31 -0.03 2.83
N -0.07 0.11 2.07
C 1.08 -0.27 2.64
H 0.19 2.71 -4.38
H -0.95 1.80 -2.37
H 2.63 2.31 -4.67
H 4.78 1.36 -3.72
H 5.91 0.23 -1.83
H 4.68 -0.51 0.11
H 4.17 -1.33 1.66
H 4.36 -1.68 4.05
H 2.54 -1.09 5.60
H 0.24 0.05 5.93
H -1.94 0.50 4.89
H -2.02 0.69 2.43
C -5.74 -2.96 3.83
C -4.47 -3.57 4.43
C -4.26 -3.02 5.85
C -4.65 -5.09 4.53
C -3.30 -3.19 3.54
C -2.87 -1.86 3.48
C -1.86 -1.47 2.64
Br -2.49 0.29 -0.44
C -1.29 -2.40 1.75
O -0.49 -1.95 0.71
C -1.61 -3.76 1.85
C -2.61 -4.10 2.76
C -0.97 -4.93 1.08
C -0.27 -5.84 2.11
C -2.06 -5.72 0.34
C 0.08 -4.52 0.04
H -6.60 -3.17 4.47
H -5.95 -3.37 2.84
H -5.66 -1.87 3.74
H -5.04 -3.39 6.51
H -4.31 -1.93 5.88
H -3.29 -3.33 6.26
H -5.49 -5.31 5.19
H -3.76 -5.58 4.94
H -4.88 -5.53 3.56
H -3.33 -1.13 4.13
H -2.87 -5.14 2.84
H -0.97 -6.23 2.84
H 0.51 -5.29 2.64
H 0.19 -6.68 1.59
H -2.79 -6.17 1.01
H -1.59 -6.53 -0.23
H -2.59 -5.08 -0.37
H 0.89 -3.96 0.49
H -0.37 -3.93 -0.76
H 0.50 -5.42 -0.41
I -2.44 4.34 -1.35
C -0.61 4.54 -0.33
I -0.16 2.97 1.06
H -0.64 5.45 0.26
H 0.20 4.59 -1.04
C -1.54 -8.08 -3.03
C -1.38 -6.89 -3.94
C -2.23 -5.80 -3.86
C -2.11 -4.72 -4.73
C -1.11 -4.72 -5.69
N -0.96 -3.66 -6.62
C -1.26 -2.34 -6.46
O -1.43 -1.58 -7.38
N -1.30 -1.85 -5.14
C -0.43 -2.08 -4.09
C 0.71 -2.88 -4.17
C 1.50 -3.03 -3.05
C 1.18 -2.35 -1.89
N 0.11 -1.55 -1.82
C -0.68 -1.43 -2.89
C -0.24 -5.81 -5.77
C -0.38 -6.88 -4.91
H -2.44 -7.99 -2.42
H -0.68 -8.18 -2.36
H -1.62 -9.00 -3.60
H -3.03 -5.79 -3.13
H -2.82 -3.90 -4.68
H -0.81 -3.91 -7.58
H -1.77 -0.95 -5.14
H 0.98 -3.36 -5.10
H 2.38 -3.66 -3.08
H 1.78 -2.45 -1.00
H -1.55 -0.79 -2.78
H 0.54 -5.81 -6.52
H 0.28 -7.73 -5.01
*
```

=====

Below is one molecule with the formula C2H4N4, with properties calculated with ωB97M-V/def2-TZVPD.

Output
E_LUMO = -0.7631 eV
Calculated total energy = -297.4755 Ha
HOMO energy = -8.59 eV
F_max = 0.0085 hartree/bohr
Kohn-Sham gap = 7.8 eV

Structure (ORCA input):
```
! wB97M-V def2-TZVPD RIJCOSX def2/J DEFGRID3
* xyz 0 1
N -1.51 0.12 0.25
C -0.20 0.22 -0.33
C 0.82 1.22 0.13
N 1.97 0.51 0.28
N 1.77 -0.81 0.07
N 0.56 -1.04 -0.24
H -2.22 0.46 -0.39
H -1.56 0.69 1.09
H -0.23 0.45 -1.40
H 0.24 -1.99 -0.40
*
```

=====

Below is one molecule with the formula C4H7NO, with properties calculated with ωB97M-V/def2-TZVPD.

Output
E_LUMO = 0.6578 eV
Calculated total energy = -286.4624 Ha
HOMO energy = -7.72 eV
F_max = 0.0954 hartree/bohr
Kohn-Sham gap = 8.4 eV

Structure (ORCA input):
```
! wB97M-V def2-TZVPD RIJCOSX def2/J DEFGRID3
* xyz 0 1
C 0.11 0.59 -0.37
C 0.04 -0.88 -0.11
C 1.16 -0.88 0.95
C -1.01 1.20 -1.16
N 1.07 1.16 0.26
O 0.83 -0.98 2.23
H -0.88 -1.26 0.19
H 0.34 -1.53 -0.88
H 2.25 -1.17 0.67
H -1.58 0.41 -1.39
H -0.68 1.86 -1.99
H -1.51 2.06 -0.66
H -0.14 -0.59 2.26
*
```

=====

Below is a 2-piece molecular cluster, H6N2 overall, with properties calculated with ωB97M-V/def2-TZVPD.

Output
SMILES = N.N
E_LUMO = 1.1793 eV
Calculated total energy = -113.0999 Ha
HOMO energy = -10.15 eV
F_max = 0.0100 hartree/bohr
Kohn-Sham gap = 11.3 eV

Structure (ORCA input):
```
! wB97M-V def2-TZVPD RIJCOSX def2/J DEFGRID3
* xyz 0 1
N 3.53 -0.52 0.70
H 2.82 -0.94 0.09
H 4.10 -1.29 1.07
H 4.15 0.03 0.09
N -3.76 0.92 -0.38
H -3.19 1.09 -1.21
H -4.50 0.27 -0.65
H -3.16 0.43 0.30
*
```

=====

Below is a 2-piece molecular cluster, BH3O overall, with properties calculated with ωB97M-V/def2-TZVPD.

Output
E_LUMO (spin up / spin down) = 0.4125 / -0.0245 eV
Calculated total energy = -101.7348 Ha
HOMO energy (spin up / spin down) = -8.46 / -7.07 eV
F_max = 0.0856 hartree/bohr
Kohn-Sham gap (spin up / spin down) = 8.9 / 7.0 eV

Structure (ORCA input):
```
! wB97M-V def2-TZVPD RIJCOSX def2/J DEFGRID3
* xyz 0 1
B 0.46 0.66 0.29
O -0.77 1.13 0.42
H 1.60 0.73 0.47
H -0.11 -1.78 -0.73
H -1.56 0.73 0.19
*
```

=====

Below is one molecule with the formula C4H3F, with properties calculated with ωB97M-V/def2-TZVPD.

Output
SMILES = C#CC(=C)F
E_LUMO = 0.1228 eV
Calculated total energy = -253.9354 Ha
HOMO energy = -9.39 eV
F_max = 0.1876 hartree/bohr
Kohn-Sham gap = 9.5 eV

Structure (ORCA input):
```
! wB97M-V def2-TZVPD RIJCOSX def2/J DEFGRID3
* xyz 0 1
C -0.37 0.18 -0.18
C -1.48 -0.55 0.00
C 0.96 0.04 -0.12
C 2.23 0.03 -0.07
H -1.61 -1.61 0.09
H -2.47 -0.03 -0.02
H 3.35 0.39 0.32
F -0.61 1.56 -0.03
*
```